The following is a quantum chemistry calculation of C13H16ErO4 as an isolated structure at a distorted geometry, from the OMol25 dataset.

```
34
Properties=species:S:1:pos:R:3:lowdin_charge:R:1
C 1.573 0.870 -4.193 0.041
C 0.993 0.675 -2.663 -0.379
O 1.598 1.395 -1.763 -0.008
O -0.032 -0.222 -2.336 -0.033
C -1.354 0.393 -2.451 -0.125
C -1.875 1.082 -1.063 -0.134
C -0.986 0.679 0.211 -0.207
C -1.726 0.923 1.624 -0.151
C -0.638 0.893 2.839 -0.095
C 0.280 -0.424 2.676 -0.067
C 1.568 -0.409 2.063 0.098
C 2.350 -1.816 1.929 -0.195
O 3.557 -1.938 2.172 0.222
C 1.403 -3.053 1.502 0.084
C 0.131 -3.081 2.144 0.087
C -0.220 -1.881 3.163 -0.174
O -0.799 -2.077 4.263 0.207
H 1.787 2.019 -4.282 -0.023
H 2.605 0.367 -4.229 0.164
H 0.864 0.484 -4.994 0.144
H -1.409 1.110 -3.339 0.124
H -2.090 -0.471 -2.645 0.167
H -2.945 0.710 -0.843 0.146
H -1.947 2.205 -1.258 0.110
H -0.782 -0.452 0.119 0.126
H -0.022 1.295 0.239 0.100
H -2.424 0.030 1.808 0.132
H -2.365 1.872 1.643 0.138
H -1.160 0.807 3.862 0.145
H -0.013 1.842 2.884 0.132
H 2.048 0.555 1.664 0.162
H 1.725 -3.842 0.743 0.163
H -0.654 -3.874 1.943 0.159
Er 0.959 3.337 -3.430 1.743
```

## Properties
Charge: +3
Multiplicity: 4
E_HOMO (spin up / spin down), eV: -18.961 / -18.172
Electronic energy, Eh: -1819.5078
HOMO-LUMO gap (spin up / spin down), eV: 6.7510 / 4.6808